{"formula": "C12H35BrMgN3O4", "method": "ωB97M-V with the def2-TZVPD basis set", "elements": ["Mg", "Br", "O", "H", "H", "C", "C", "C", "O", "C", "N", "H", "H", "H", "H", "H", "H", "H", "H", "H", "H", "H", "C", "C", "C", "O", "C", "N", "H", "H", "H", "H", "H", "H", "H", "H", "H", "H", "H", "C", "C", "C", "O", "C", "N", "H", "H", "H", "H", "H", "H", "H", "H", "H", "H", "H"], "xyz": [[5.10806, 0.77520, -29.63834], [7.08196, -0.14848, -30.69450], [9.97015, 1.65653, -29.63819], [10.32366, 2.02578, -30.45697], [9.39070, 0.93734, -29.91562], [9.89367, -4.16646, -30.23502], [9.14109, -3.83215, -28.95826], [9.88556, -2.77110, -28.14158], [9.07682, -2.42424, -27.03947], [9.71311, -1.47280, -26.20908], [7.73400, -3.45973, -29.23544], [9.48266, -5.04825, -30.72275], [10.95102, -4.34305, -30.02632], [9.85548, -3.34289, -30.94836], [9.11500, -4.70749, -28.30196], [10.11210, -1.89411, -28.77360], [10.85556, -3.12975, -27.77757], [10.70627, -1.81385, -25.89700], [9.09776, -1.23025, -25.34962], [9.90989, -0.56279, -26.79571], [7.40043, -3.31383, -28.27664], [7.76443, -2.49475, -29.58960], [6.40653, -4.31997, -32.89586], [5.02077, -3.81227, -32.42701], [4.08400, -4.95494, -32.00731], [3.79987, -5.85771, -33.04459], [3.03969, -5.29165, -34.13098], [5.18511, -2.91915, -31.28610], [6.37324, -5.13148, -33.62583], [7.00815, -4.73606, -32.08048], [6.97175, -3.46392, -33.27383], [4.61429, -3.38904, -33.34803], [3.17632, -4.50399, -31.58467], [4.53091, -5.56458, -31.21897], [2.44721, -6.12913, -34.50212], [3.71933, -5.02540, -34.94176], [2.39960, -4.51025, -33.72441], [5.73674, -2.09834, -31.51012], [5.79793, -3.42158, -30.64036], [11.86839, -1.30994, -32.73943], [10.77748, -1.15340, -33.77136], [10.75800, -2.11178, -34.96554], [11.95475, -1.94328, -35.70503], [11.87837, -2.60531, -36.95576], [9.41313, -1.15967, -33.22254], [11.86103, -2.29840, -32.26307], [11.78504, -0.63456, -31.88563], [12.84708, -1.22170, -33.21412], [10.93046, -0.21461, -34.31818], [9.86387, -1.92047, -35.56269], [10.69961, -3.15984, -34.62306], [11.96465, -3.69248, -36.88067], [12.82032, -2.32643, -37.43777], [11.05072, -2.29956, -37.59190], [9.27534, -0.35767, -32.62106], [9.20477, -2.00238, -32.70475]], "forces_ev_per_a": [[1.19, -0.92, -0.73], [-1.09, 0.94, 0.64], [-0.14, -0.02, -0.10], [0.01, -0.05, 0.13], [0.17, 0.09, 0.00], [0.11, 0.00, 0.10], [0.39, -0.22, 0.04], [-0.11, 0.05, -0.26], [-0.09, 0.13, 0.26], [0.57, 0.40, -0.68], [0.56, 0.61, 0.83], [-0.04, -0.02, 0.04], [-0.03, -0.09, 0.01], [-0.09, 0.16, -0.02], [-0.15, -0.13, -0.23], [-0.19, 0.13, 0.07], [-0.01, -0.24, -0.12], [-0.15, -0.21, 0.24], [-0.13, -0.20, 0.00], [-0.17, 0.10, 0.16], [-0.48, -0.08, -0.35], [0.00, -0.41, -0.09], [0.16, -0.22, 0.43], [0.99, -1.39, -0.57], [0.22, 0.14, -0.01], [-0.21, 0.26, -0.29], [0.53, -1.38, 0.74], [-0.11, 0.53, 0.30], [-0.27, 0.31, -0.25], [-0.25, 0.12, 0.28], [0.01, -0.12, -0.28], [-0.43, 0.77, 0.50], [-0.15, -0.04, -0.13], [0.16, 0.12, 0.06], [-0.24, 0.23, -0.02], [-0.17, 0.63, 0.05], [-0.03, 0.28, -0.48], [-0.12, -0.26, -0.48], [-0.20, 0.03, 0.18], [0.52, -0.95, 0.10], [-0.73, 0.34, -0.80], [0.76, -0.77, 0.80], [-0.98, -0.12, -0.15], [1.80, 0.15, -0.13], [-0.05, 0.44, -0.19], [-0.17, -0.14, -0.27], [-0.06, 0.42, -0.34], [0.01, 0.20, 0.13], [-0.18, 0.32, 0.53], [0.05, 0.22, -0.08], [-0.08, 0.02, 0.01], [-0.56, -0.11, 0.30], [-0.25, 0.11, -0.28], [-0.28, 0.05, 0.19], [0.01, -0.09, 0.09], [0.15, -0.11, 0.11]], "e_above_lowest_kj_mol": 0.0, "e_homo_ha": -0.42056, "total_charge": 1, "max_force_ev_per_a": 1.81, "e_lumo_ev": -7.954, "multiplicity": 1, "total_energy_ha": -3717.206708, "orbital_gap_ev": 3.49}